Record 1
A molecular structure, C37H54N3PYb. Source: OMol25; level of theory: wB97M-V/def2-TZVPD.

Structure (XYZ):
```
96
Properties=species:S:1:pos:R:3:forces:R:3
Yb 0.00000 0.00000 0.00000 4.77 1.82 12.17
N 1.78000 2.37238 1.13431 0.62 0.12 0.25
N 2.34054 -0.92158 -0.16466 0.76 0.94 -0.15
C -1.73427 -0.67581 -0.91483 -3.19 0.36 -2.78
C -0.83864 -0.10385 -1.90586 -2.84 0.24 -2.42
C -0.61817 1.27583 -1.55889 -1.73 1.32 -2.32
C 0.20071 2.27439 -2.32668 -0.15 0.08 -0.17
H 0.85853 1.77690 -3.05821 -0.18 0.15 0.24
H 0.83538 2.87474 -1.65137 -0.17 -0.13 -0.28
H -0.46406 2.95726 -2.88884 0.33 -0.06 0.11
C -1.33581 1.56340 -0.35147 -3.23 1.25 -1.45
C -1.39367 2.89874 0.33418 -0.28 0.10 -0.19
H -2.23518 3.50877 -0.04899 0.23 -0.09 0.11
H -0.46033 3.46132 0.16935 -0.31 -0.20 0.11
H -1.52926 2.78502 1.42240 -0.03 0.11 -0.73
C -2.04722 0.35403 0.03399 -3.53 1.27 -1.44
C -3.00448 0.23145 1.18584 -0.12 0.10 -0.09
H -2.71524 0.88302 2.02618 -0.31 -0.52 -0.86
H -3.04620 -0.80378 1.56275 -0.01 0.23 -0.04
H -4.02682 0.51760 0.87235 0.19 -0.14 0.19
C -0.30476 -0.80870 -3.12029 0.02 0.10 -0.21
H -0.54126 -0.25072 -4.04702 0.08 -0.18 0.27
H -0.74562 -1.81381 -3.21726 0.19 0.43 0.04
H 0.79140 -0.92508 -3.07372 -0.24 0.00 -0.12
C -2.32707 -2.05507 -0.95015 -0.18 -0.05 -0.02
H -2.28961 -2.53645 0.04012 -0.02 0.01 -0.25
H -1.79035 -2.71148 -1.65299 -0.19 0.26 0.30
H -3.38818 -2.01819 -1.26663 0.30 -0.08 0.12
C 2.25827 3.22858 2.04704 0.53 0.32 -0.20
H 1.53356 3.94638 2.45725 0.60 -0.34 -0.38
C 3.59218 3.25077 2.47734 -0.22 -0.17 -0.19
H 3.92706 3.97825 3.22328 -0.15 -0.29 -0.27
C 4.47291 2.31193 1.91829 -0.21 -0.22 -0.08
H 5.52546 2.28464 2.22101 -0.37 0.05 -0.10
C 3.99047 1.40521 0.97365 -0.03 0.38 0.68
H 4.64826 0.64823 0.53542 -0.30 0.38 0.13
C 2.62618 1.45668 0.60011 0.21 -0.44 0.04
C 2.00900 0.49708 -0.33472 5.57 1.84 -1.80
H 2.14452 0.80583 -1.38159 0.14 0.02 0.16
C 1.14891 -1.55172 -0.05275 2.07 -7.86 0.18
C 3.41317 -1.80663 -0.19655 -0.68 -0.31 0.07
H 4.45337 -1.49418 -0.26879 -0.42 -0.18 0.01
C 2.85372 -3.05513 -0.10207 0.11 -0.06 0.09
H 3.30683 -4.04372 -0.06797 -0.02 0.39 -0.04
N 1.45584 -2.88879 -0.02270 1.54 -1.44 -0.16
C 0.50103 -3.96032 0.00733 0.16 0.31 -0.22
C 0.09238 -4.54155 -1.21304 -0.17 -0.13 0.65
C -0.87558 -5.55917 -1.16729 0.01 -0.02 0.33
H -1.21257 -6.00786 -2.10939 0.11 0.12 0.32
C -1.43293 -6.00068 0.04432 0.54 0.38 -0.22
C -2.45795 -7.11176 0.07105 -0.09 -0.22 0.12
H -3.46050 -6.72726 0.32573 0.33 -0.13 -0.12
H -2.19505 -7.87035 0.83271 -0.12 0.33 -0.31
H -2.51992 -7.62593 -0.90253 0.00 0.25 0.35
C -0.99707 -5.39571 1.23578 0.13 0.08 -0.19
H -1.42200 -5.72405 2.19199 0.14 0.10 -0.32
C -0.03194 -4.37530 1.24684 -0.42 -0.30 -0.51
C 0.38273 -3.72282 2.54155 0.10 0.10 -0.07
H 1.44850 -3.89648 2.76375 -0.27 0.01 -0.09
H -0.22383 -4.09946 3.38084 0.20 0.08 -0.27
H 0.25309 -2.62835 2.48046 0.14 -0.54 -0.22
C 0.65245 -4.07547 -2.53782 0.24 0.10 -0.07
H 1.47627 -4.72767 -2.88210 -0.29 0.15 0.17
H 1.06081 -3.05429 -2.46579 -0.25 -0.49 0.03
H -0.12931 -4.09031 -3.31442 0.26 -0.01 0.26
C -0.71889 4.39131 3.17523 0.59 0.34 -0.08
C -0.21755 3.15321 4.01109 -0.11 0.95 -0.27
C -0.58084 3.56171 5.45987 0.19 0.62 0.39
P -0.61814 1.42365 3.17925 -1.14 2.06 2.26
C 0.57326 0.31292 4.06101 -0.17 0.13 1.54
C 1.09979 0.74793 5.44471 0.49 0.02 0.20
C -0.16087 -1.00648 4.27608 -0.26 -0.47 -0.02
C -2.35718 1.37058 4.15957 -0.32 -1.24 0.48
C -2.49829 1.25893 5.70685 -0.74 0.01 0.57
C -3.41582 2.44399 3.72027 -0.06 -0.09 -0.28
H -1.81445 4.49196 3.13252 0.39 -0.26 0.22
H -0.39181 4.43623 2.13557 0.05 -0.36 0.10
H -0.33402 5.34247 3.61212 -0.21 -0.61 0.06
H 0.86406 3.15470 4.09754 0.21 0.09 -0.66
H -1.62152 3.89156 5.55205 0.11 -0.44 0.12
H -0.28999 2.85049 6.23763 -0.41 0.00 -0.24
H -0.01520 4.49404 5.71900 -0.12 -0.60 -0.44
H 1.44454 0.19611 3.38586 -0.55 -0.07 0.03
H 0.28776 0.82541 6.18922 0.34 0.09 -0.42
H 1.79500 -0.01995 5.83933 -0.25 0.22 -0.27
H 1.67562 1.69016 5.41153 -0.33 -0.32 0.06
H -0.78136 -1.23558 3.39319 0.58 -0.44 0.09
H 0.55106 -1.80436 4.57219 -0.47 0.23 -0.57
H -0.90807 -0.96204 5.07991 0.33 0.36 0.08
H -2.73785 0.35086 3.91984 0.06 0.75 -0.51
H -2.40820 2.16854 6.30394 0.35 -0.04 -0.37
H -3.55311 0.96500 5.93047 0.52 -0.08 -0.38
H -1.88550 0.48591 6.17567 0.10 0.13 -0.20
H -3.49464 2.65540 2.63478 0.25 -0.28 0.55
H -4.42823 2.12899 4.04819 0.52 -0.09 -0.15
H -3.25506 3.41428 4.21138 0.18 -0.35 -0.03
```
Forces are in eV/Å.

As for the highest occupied orbital energy (alpha / beta): 0.1276 / -2.6384 eV. As for the expectation value of S²: 0.7565. As for the total charge: -1. The calculation puts the gap between HOMO and LUMO (alpha / beta) at 0.09276 / 0.19326 Ha. The value obtained for the LUMO energy (alpha / beta) is 0.097 / 0.096 Eh. The spin multiplicity is 2.

Atomic partial charges in e from the Mulliken method, atoms 1 to 2: number 1, Yb, carries -2.361; number 2, N, carries 0.402

***

Record 2
6 unconnected molecules or ions with the total composition C30H35NO2P. Source: OMol25; level of theory: wB97M-V/def2-TZVPD.

Structure (XYZ):
```
69
Properties=species:S:1:pos:R:3:forces:R:3
O -6.61898 0.93668 -0.11244 0.13 0.41 -0.44
N -7.21559 0.01030 0.35001 -0.57 -0.81 0.22
O -8.19813 -0.45924 -0.42023 1.28 0.05 0.02
P -9.90298 0.28605 -0.13822 -1.48 0.83 0.22
H -10.12447 0.12537 -1.57542 0.12 -0.10 0.08
H -9.31692 1.60486 -0.38239 0.10 -0.18 0.00
H -9.58883 0.42338 1.28730 0.05 -0.06 -0.07
H -10.40233 -1.05712 0.10669 0.15 -0.03 -0.04
H -11.23782 0.86259 0.04682 0.21 -0.11 -0.02
C -1.67266 0.67603 2.75901 0.17 -0.01 -0.01
C -2.39277 -0.10230 1.86699 -0.02 -0.11 -0.10
C -3.67254 0.27397 1.48608 0.02 -0.03 -0.02
C -4.23532 1.43233 2.00080 0.04 0.13 0.12
C -3.51157 2.21312 2.89344 0.02 -0.03 -0.07
C -2.22866 1.83751 3.26950 -0.01 0.10 0.08
H -0.67244 0.37705 3.04919 0.00 -0.02 0.05
H -1.94750 -1.00308 1.46381 -0.02 -0.05 0.00
H -4.23963 -0.32657 0.78891 -0.06 0.00 -0.01
H -5.23043 1.71752 1.69507 -0.07 -0.03 -0.06
H -3.94643 3.12197 3.28823 -0.02 0.02 0.03
H -1.66162 2.44608 3.96323 -0.01 0.00 0.04
C 3.75125 2.85843 4.37906 0.02 0.02 0.03
C 2.98613 2.07934 3.52383 0.06 -0.06 -0.03
C 1.70647 2.48115 3.17835 -0.06 -0.07 -0.07
C 1.18712 3.66154 3.68702 -0.06 0.06 -0.02
C 1.94889 4.44053 4.54431 0.02 0.01 0.02
C 3.23122 4.03815 4.89121 0.02 0.02 0.02
H 4.75237 2.54522 4.64544 0.02 -0.01 0.01
H 3.39073 1.16098 3.11930 0.03 -0.03 0.01
H 1.11002 1.87148 2.51243 -0.04 0.01 -0.02
H 0.18879 3.97174 3.41020 -0.03 0.01 -0.01
H 1.54391 5.36119 4.94198 -0.01 0.03 0.02
H 3.82549 4.64483 5.56169 0.02 0.02 0.02
C 7.62396 0.36061 1.17773 0.04 -0.02 0.01
C 6.82730 -0.41329 0.34741 0.02 -0.03 -0.01
C 5.53954 -0.00025 0.03831 -0.03 -0.05 -0.04
C 5.05088 1.18821 0.55843 -0.05 0.02 -0.01
C 5.84812 1.96320 1.38788 -0.02 0.06 0.01
C 7.13398 1.54915 1.69917 0.02 0.00 0.02
H 8.62737 0.03672 1.41972 0.03 -0.01 0.01
H 7.21027 -1.33930 -0.05987 0.01 -0.03 -0.01
H 4.91573 -0.60361 -0.60825 -0.01 0.01 -0.02
H 4.04671 1.51231 0.31797 -0.03 0.01 -0.01
H 5.46116 2.88816 1.79341 -0.02 0.03 0.02
H 7.75385 2.15135 2.35010 0.02 0.02 0.01
C 2.29158 -2.12551 -0.48344 0.05 -0.02 0.01
C 1.62049 -2.90283 -1.41559 0.02 -0.03 -0.02
C 0.34459 -2.54597 -1.82714 -0.04 -0.04 -0.03
C -0.25853 -1.40801 -1.31266 -0.04 0.00 -0.03
C 0.41397 -0.62823 -0.38436 0.03 0.10 0.06
C 1.68724 -0.98871 0.03262 0.02 0.05 0.03
H 3.28398 -2.40762 -0.15568 0.01 -0.02 0.02
H 2.09022 -3.78980 -1.82037 0.01 -0.03 -0.01
H -0.18025 -3.15557 -2.55023 -0.02 -0.02 -0.02
H -1.25365 -1.12885 -1.63230 -0.04 0.00 0.01
H -0.05820 0.25722 0.01978 -0.03 0.02 0.02
H 2.20917 -0.38372 0.76382 0.02 0.01 0.02
C 1.29243 -3.90341 -5.90782 0.04 -0.02 0.01
C 0.61942 -4.68070 -6.83848 0.02 -0.04 -0.01
C -0.65906 -4.32689 -7.24209 -0.02 -0.03 -0.03
C -1.26362 -3.19465 -6.71733 -0.04 0.01 -0.02
C -0.58974 -2.41641 -5.78860 -0.03 0.04 0.02
C 0.68774 -2.77141 -5.38273 0.05 0.04 0.03
H 2.28858 -4.18089 -5.58946 0.03 0.00 0.01
H 1.09093 -5.56396 -7.24822 0.01 -0.03 -0.01
H -1.18661 -4.93589 -7.96382 -0.01 -0.02 -0.02
H -2.26168 -2.91976 -7.02998 -0.03 0.01 -0.01
H -1.06183 -1.53452 -5.37721 -0.02 0.03 0.02
H 1.20920 -2.16824 -4.65190 0.02 0.02 0.02
```
Forces are in eV/Å.

As for the highest occupied orbital energy: -3.6298 eV. As for the total charge: -1. The calculation puts the gap between HOMO and LUMO at 0.20701 Ha. The value obtained for the LUMO energy is 0.074 Eh.

Atomic partial charges in e from the Mulliken method, atoms 1 to 2: number 1, O, carries -0.374; number 2, N, carries 0.126

***

What did we get for largest force on an atom? Answer: 13.20 1.71 eV/Å, in the order shown.